{
  "formula": "C21H17BCl2F4NO3PPt",
  "method": "the ωB97M-V functional and the def2-TZVPD basis",
  "symbols": ["Pt", "O", "N", "C", "C", "C", "C", "C", "C", "C", "P", "C", "C", "C", "C", "C", "C", "C", "C", "C", "C", "C", "C", "H", "H", "H", "H", "H", "H", "H", "H", "H", "H", "H", "H", "H", "H", "H", "H", "Cl", "C", "Cl", "C", "O", "O", "H", "F", "B", "F", "F", "F"],
  "xyz": [[-0.4020, 1.0611, 0.1254], [1.0278, 2.1892, 2.7795], [0.3039, 1.1140, 2.3112], [0.3659, 0.1198, 3.1031], [-0.2754, -1.1914, 2.9112], [-0.5323, -1.8934, 4.0872], [-1.1912, -3.1135, 4.0724], [-1.6006, -3.6691, 2.8714], [-1.3272, -3.0057, 1.6846], [-0.6630, -1.7795, 1.6929], [-0.2873, -1.0865, 0.0937], [-1.7399, -0.6706, -0.8459], [-1.8617, -0.7499, -2.2504], [-2.8965, -0.0900, -2.8600], [-3.7924, 0.6905, -2.1048], [-3.6787, 0.7882, -0.7375], [-2.6524, 0.0921, -0.0703], [1.0525, -1.8793, -0.7138], [1.6051, -3.0528, -0.1848], [2.6729, -3.6415, -0.8350], [3.1941, -3.0601, -1.9860], [2.6572, -1.8855, -2.4992], [1.5834, -1.2891, -1.8683], [0.7593, 2.9412, 2.2369], [0.8964, 0.2688, 4.0411], [-0.2209, -1.4676, 5.0327], [-1.3839, -3.6284, 5.0037], [-2.1168, -4.6189, 2.8523], [-1.6253, -3.4533, 0.7430], [-1.1504, -1.3310, -2.8230], [-3.0241, -0.1623, -3.9315], [-4.6028, 1.1989, -2.6106], [-4.4053, 1.3474, -0.1636], [-2.6807, -0.0060, 1.0084], [1.2122, -3.4949, 0.7209], [3.1079, -4.5489, -0.4398], [4.0381, -3.5219, -2.4808], [3.0856, -1.4220, -3.3767], [1.1962, -0.3511, -2.2447], [0.9964, 7.2345, 0.6583], [1.1938, 6.6837, -0.8643], [2.2879, 5.5749, -1.2486], [-1.0854, 4.1110, -0.8796], [-1.4913, 4.6804, -1.7900], [-0.6201, 3.5530, 0.0370], [0.5460, 7.0994, -1.6336], [2.2880, 1.5887, -2.6321], [2.7477, 1.8450, -1.3488], [1.6346, 1.6499, -0.4582], [3.0925, 3.2114, -1.2278], [3.7622, 1.0209, -0.9571]],
  "forces_ev_per_angstrom": [[-0.4905, -0.4808, 0.5451], [-0.0412, 0.0867, 0.1017], [0.0217, -0.0361, -0.4014], [0.0348, 0.0336, -0.0170], [-0.0316, 0.0226, -0.0163], [0.0045, 0.0177, 0.0037], [-0.0075, -0.0156, -0.0017], [0.0021, -0.0008, 0.0084], [-0.0094, 0.0193, -0.0020], [-0.0249, -0.0534, -0.0315], [0.0406, -0.0893, 0.1227], [0.2094, 0.0318, -0.0345], [-0.0636, -0.0264, 0.0070], [-0.0114, 0.0190, -0.0121], [0.0048, -0.0194, -0.0070], [0.0290, 0.0012, -0.0141], [-0.0181, 0.2756, -0.0672], [0.0070, 0.0245, -0.0427], [0.0171, 0.0106, 0.0207], [-0.0004, -0.0006, 0.0001], [-0.0038, 0.0027, -0.0020], [0.0033, -0.0132, 0.0025], [-0.0418, 0.0093, 0.0060], [0.0545, -0.0967, -0.0339], [0.0157, 0.0029, -0.0100], [-0.0031, -0.0015, -0.0010], [-0.0014, 0.0015, -0.0011], [0.0025, 0.0001, 0.0000], [0.0014, -0.0004, 0.0015], [-0.0141, -0.0143, 0.0057], [-0.0002, 0.0016, 0.0020], [0.0011, -0.0005, -0.0021], [0.0055, 0.0053, 0.0034], [-0.0713, -0.0709, -0.0123], [-0.0045, -0.0007, 0.0014], [-0.0004, -0.0018, -0.0030], [0.0017, -0.0009, 0.0034], [0.0022, 0.0079, 0.0109], [-0.0035, -0.0227, -0.0310], [-0.0654, 0.1117, 0.0912], [0.1958, 0.2222, -0.0425], [0.0460, -0.1107, -0.0653], [0.1560, -0.1817, -0.1735], [-0.0813, 0.1128, 0.0517], [-0.1787, -0.1706, 0.1047], [-0.0241, -0.0362, -0.0472], [-0.0982, 0.0225, -0.0176], [0.8265, 0.0923, -0.7925], [-0.3002, 0.2367, 0.7191], [-0.0120, 0.0440, 0.0626], [-0.0806, 0.0293, 0.0073]],
  "nbo_charge": [0.701, -0.507, -0.208, 0.094, -0.074, -0.148, -0.151, -0.170, -0.164, -0.426, 1.447, -0.350, -0.211, -0.161, -0.149, -0.215, -0.275, -0.522, -0.090, -0.219, -0.117, -0.186, -0.144, 0.479, 0.232, 0.239, 0.250, 0.250, 0.235, 0.252, 0.249, 0.246, 0.246, 0.261, 0.219, 0.243, 0.242, 0.250, 0.247, 0.343, -0.116, 0.479, 1.053, -0.435, -0.587, 0.272, -0.554, 1.360, -0.602, -0.579, -0.529],
  "relative_energy_kcal_mol": 55.23,
  "charge": 2,
  "total_energy_ha": -2895.8155,
  "homo_energy_ev": -14.47,
  "homo_lumo_gap_ev": 5.5,
  "spin_multiplicity": 1,
  "largest_force_ev_per_a": 1.15
}